1.
A structure of composition C22H48AgF3O13SV at a distorted geometry. Source: OMol25; level of theory: ωB97M-V/def2-TZVPD.

Structure (XYZ):
```
89
Properties=species:S:1:pos:R:3:lowdin_charge:R:1
V -0.39174 -2.33948 2.26992 0.983
Ag -4.17394 0.05252 1.31154 0.825
C 0.50048 1.20385 -1.14501 -0.632
F -0.01756 2.25017 -1.77827 0.149
F 0.80895 0.26647 -2.03686 0.140
F 1.61045 1.59343 -0.49876 0.114
S -0.69014 0.54604 0.16857 0.645
O -1.98209 0.30670 -0.52714 -0.330
O -0.08449 -0.68721 0.77617 -0.359
O -0.82837 1.58600 1.19231 -0.321
C -2.77757 -1.89880 3.43982 -1.076
O -2.37054 -1.37356 2.39920 -0.165
O -1.92923 -2.66476 3.89763 -0.090
O -3.93500 -1.77216 3.85576 -0.033
C 3.78842 2.62253 -5.02327 -0.107
C 4.04680 1.90597 -3.85815 -0.074
C 3.42108 2.30882 -2.66708 -0.109
C 2.67736 3.45095 -2.62856 -0.116
C 2.33226 4.08706 -3.80537 -0.089
C 2.92905 3.69038 -4.99509 -0.102
H 4.39335 2.42622 -5.89616 0.102
H 4.62061 0.99393 -3.93105 0.099
H 3.78224 1.82476 -1.77174 0.098
H 2.30643 3.80486 -1.67802 0.105
H 1.67348 4.94216 -3.83975 0.107
H 2.61157 4.17328 -5.90746 0.105
C 0.89744 -1.35910 5.96620 -0.071
C 1.63534 -1.06770 4.68162 -0.264
O 0.63961 -0.83365 3.66433 -0.150
H 0.16008 -2.15362 5.85155 0.083
H 0.39819 -0.50159 6.41736 0.080
H 1.65464 -1.63518 6.70004 0.074
H 2.26360 -1.93821 4.49294 0.106
H 2.34604 -0.24374 4.74547 0.108
H 0.20590 -0.00238 3.87048 0.040
C -0.19428 1.50587 -4.91555 -0.065
C 0.53962 0.19761 -5.15931 -0.311
O -0.27142 -0.62366 -5.99158 -0.074
H 0.28766 2.09662 -4.13654 0.050
H -1.21591 1.25598 -4.62931 0.081
H -0.22652 2.05738 -5.85518 0.084
H 0.93889 -0.33435 -4.29577 0.093
H 1.44315 0.60089 -5.61659 0.099
H 0.31955 -1.26243 -6.39696 0.099
C 1.86267 2.81940 3.46129 -0.086
C 0.60299 2.67685 4.23216 -0.297
O -0.19620 1.62142 3.76264 -0.080
H 2.52204 3.54531 3.93710 0.078
H 1.73153 3.15834 2.43367 0.078
H 2.51922 1.94982 3.43190 0.070
H 0.05818 3.60447 4.05664 0.112
H 0.78605 2.60109 5.30402 0.123
H -0.35256 1.80100 2.83264 0.032
C -4.61150 3.97197 2.54682 -0.074
C -3.22967 3.37843 2.23720 -0.337
O -3.23458 2.03013 2.01363 -0.137
H -4.96468 3.43544 3.42745 0.077
H -5.42231 3.94984 1.81869 0.069
H -4.47173 5.03271 2.75513 0.073
H -2.66294 3.59608 3.14250 0.115
H -2.81282 3.92569 1.39172 0.121
H -2.30941 1.84000 1.84178 0.002
C -0.87560 -3.28502 -3.53477 -0.076
C -1.97156 -2.26509 -3.24461 -0.303
O -2.43324 -1.65408 -4.44604 -0.084
H -0.00918 -2.81308 -3.99811 0.058
H -1.19896 -4.11106 -4.16818 0.079
H -0.48048 -3.62931 -2.57903 0.056
H -1.57294 -1.47983 -2.60227 0.084
H -2.81517 -2.66745 -2.68377 0.107
H -1.72708 -1.30774 -4.99649 0.026
C 3.15708 -1.49862 0.47342 -0.074
C 2.22486 -2.60745 0.09352 -0.264
O 1.58036 -2.91889 1.31861 -0.149
H 2.78123 -0.76922 1.19093 0.081
H 3.55205 -0.96652 -0.39200 0.077
H 4.04903 -1.91089 0.94520 0.079
H 2.76069 -3.47359 -0.29477 0.122
H 1.48369 -2.35317 -0.66417 0.111
H 2.26977 -3.18910 1.92960 0.105
C -2.87430 -5.04926 1.24083 -0.067
C -1.83600 -4.68283 0.23998 -0.255
O -1.39840 -3.33595 0.54077 -0.159
H -3.68336 -4.32496 1.33530 0.091
H -2.38486 -5.01404 2.21412 0.084
H -3.29981 -6.02161 0.99265 0.084
H -2.21739 -4.60535 -0.77818 0.109
H -0.98829 -5.36692 0.27902 0.124
H -2.04986 -2.69583 0.24505 0.086
```

The value obtained for the HOMO energy (alpha / beta) is -6.9 / -7.3 eV. The calculation puts the largest force on an atom at 0.1518 Eh/bohr. The value obtained for the orbital gap (alpha / beta) is 6.59 / 6.90 eV. As for the expectation value of S²: 3.757. Its spin multiplicity is 4.

***

2.
A cluster of 4 separate species, C22H48BFN5O10P2 in total at a distorted geometry. Source: OMol25; level of theory: ωB97M-V/def2-TZVPD.

Structure (XYZ):
```
89
Properties=species:S:1:pos:R:3:lowdin_charge:R:1
C 1.14153 1.73064 1.63414 -0.029
B 0.23011 0.40275 1.28461 -0.482
O -1.18481 0.68981 1.14068 0.047
C 0.87793 -1.11957 1.02614 -0.228
C 2.41622 -0.93823 1.50798 -0.086
C 3.29022 -2.26928 1.62569 -0.327
C 4.47851 -2.54193 0.56500 -0.044
N 3.18706 -3.18533 2.59594 0.132
N 0.10122 -2.01927 1.97506 -0.246
P -0.05202 -1.18042 3.58568 1.029
P -1.50808 -2.15881 4.86774 0.471
O -1.05119 -2.09003 6.34141 -0.340
O -1.96959 -3.72409 4.37561 -0.202
O -2.93349 -1.17703 4.78648 -0.215
C -1.27143 -2.40970 1.51149 -0.135
C -1.56427 -2.29612 -0.05930 -0.121
O -0.69142 -1.47483 -0.84259 -0.131
C 0.71270 -1.53813 -0.53622 -0.301
C 1.31178 -2.94608 -0.98155 0.004
C 1.15541 -4.23659 -0.09848 -0.278
O 2.19852 -4.86525 0.24797 0.083
F -0.04158 -4.93202 0.29030 0.014
C 1.43565 -0.46511 -1.54475 -0.029
C 0.48577 0.27700 -2.59001 -0.349
C -0.50256 1.39859 -2.00136 -0.041
O -0.15046 -0.61001 -3.57762 -0.073
H 1.57706 1.53180 2.69425 0.086
H 0.50109 2.67941 1.68530 0.089
H 2.05330 1.82208 0.94289 0.082
H -1.29239 1.66638 1.02404 0.114
H 2.50337 -0.45096 2.56024 0.117
H 3.01193 -0.21806 0.82234 0.127
H 4.24942 -3.36113 -0.19312 0.075
H 5.45052 -2.77350 1.14964 0.104
H 4.67970 -1.51581 0.05948 0.086
H 2.43451 -2.87060 3.23444 0.005
H 0.60188 -2.90529 2.20724 0.135
H 1.21756 -1.34982 4.27623 0.010
H -2.93665 -3.67391 4.15318 0.090
H -3.72200 -1.70072 5.05855 0.085
H -2.02403 -1.70930 2.05376 0.121
H -1.45547 -3.51009 1.81353 0.144
H -1.67845 -3.31270 -0.60582 0.146
H -2.62220 -1.82250 -0.14915 0.160
H 2.44111 -2.85416 -1.22775 0.132
H 0.83483 -3.18391 -2.01741 0.178
H 2.02876 0.34518 -0.98617 0.122
H 2.23875 -0.98253 -2.20860 0.144
H 1.22022 0.89000 -3.25685 0.166
H -0.82615 2.17425 -2.79616 0.065
H 0.04330 1.99910 -1.17683 0.089
H -1.44512 0.94915 -1.51110 0.087
H -1.09763 -0.62644 -3.28265 0.101
C -2.41425 5.25794 -5.51013 -0.006
C -2.49830 4.53819 -4.19218 -0.532
O -1.65014 3.72458 -3.83914 0.005
N -3.55521 4.81243 -3.38191 0.003
C -4.64930 5.73106 -3.61611 -0.073
H -1.51911 4.93499 -6.04302 0.088
H -3.28610 5.02030 -6.12339 0.089
H -2.34835 6.33548 -5.34532 0.089
H -3.54369 4.29177 -2.51576 0.139
H -4.65299 6.47121 -2.81319 0.086
H -5.58347 5.16631 -3.58516 0.085
H -4.56457 6.23800 -4.57514 0.078
C 1.09394 -1.81426 -6.39052 -0.020
C 1.95459 -0.87767 -7.19386 -0.552
O 2.97078 -0.37214 -6.73274 0.019
N 1.57449 -0.59669 -8.46977 0.001
C 0.41921 -1.08811 -9.18935 -0.079
H 1.52457 -1.93975 -5.39667 0.069
H 0.08983 -1.39932 -6.28169 0.078
H 1.05110 -2.79266 -6.87463 0.086
H 2.20091 0.03856 -8.94523 0.143
H 0.76862 -1.61229 -10.08151 0.085
H -0.18557 -0.23084 -9.49311 0.083
H -0.18607 -1.76275 -8.58705 0.074
C 0.07634 3.20923 8.88092 -0.015
C 0.92377 1.96754 8.95061 -0.558
O 2.10420 2.00329 9.27185 0.027
N 0.33915 0.77693 8.64237 0.004
C -1.02910 0.52671 8.24286 -0.084
H 0.68023 4.07567 9.15310 0.086
H -0.29579 3.35299 7.86401 0.081
H -0.75693 3.13454 9.58297 0.086
H 0.96959 -0.01033 8.71180 0.141
H -1.47518 -0.16208 8.96352 0.090
H -1.01534 0.05491 7.25935 0.042
H -1.62083 1.43935 8.19964 0.076
```

The value obtained for the HOMO energy is -10.9 eV. The calculation puts the largest force on an atom at 0.1328 Eh/bohr. The value obtained for the orbital gap is 6.82 eV. As for the charge: +1.

***

3.
A structure of composition C22H48NO14S at a distorted geometry. Source: OMol25; level of theory: ωB97M-V/def2-TZVPD.

Structure (XYZ):
```
86
Properties=species:S:1:pos:R:3:lowdin_charge:R:1
N -0.19155 -0.61252 -0.33727 0.262
H -0.17455 0.04948 0.35573 -0.030
H 0.78145 -0.59852 -0.77627 0.123
H -0.66655 -0.17752 -1.07327 0.034
H -0.58455 -1.48352 -0.28527 0.085
S 0.70045 1.75348 -1.04927 0.227
O 0.53345 3.09548 -1.30327 -0.263
O 2.04845 1.34348 -1.23927 -0.302
O 0.18845 1.37548 0.26573 -0.400
O -0.20455 1.07448 -2.03227 -0.474
O -1.11455 -0.74452 2.67573 0.128
C -0.06355 -1.05052 3.24673 -0.572
O 0.56645 -0.34352 4.07873 -0.095
C 0.21745 1.00348 4.44873 -0.081
C 1.18245 1.38248 5.59373 -0.038
C 0.55645 -2.36652 2.97773 0.012
H -0.58155 1.19848 5.04773 0.095
H 0.38045 1.72048 3.54973 0.166
H 1.19045 2.43348 5.77973 0.075
H 2.15045 0.98648 5.44173 0.044
H 0.95945 0.79248 6.41973 0.064
H 1.18945 -2.73352 3.76273 0.079
H 1.16545 -2.47352 2.13973 0.028
H -0.22555 -3.01252 2.75473 0.092
O -2.70555 0.83048 -1.82827 0.114
C -2.57255 1.59948 -2.73127 -0.518
O -3.39155 2.65148 -3.01927 -0.038
C -4.79655 2.68248 -2.42127 -0.192
C -5.37455 4.00548 -2.94327 -0.121
C -1.30555 1.78448 -3.49527 -0.078
H -4.84755 2.75148 -1.33427 0.102
H -5.57955 1.90048 -2.72327 0.132
H -6.54055 4.17948 -3.00027 0.105
H -4.93255 3.95548 -3.87627 0.022
H -4.91155 4.95448 -2.47027 0.097
H -1.45455 2.34148 -4.58327 0.122
H -0.73755 0.83748 -3.69327 0.089
H -0.74555 2.42948 -2.85127 0.063
O 0.72045 4.30948 4.01173 0.062
C -0.45255 4.53048 3.74173 -0.516
O -1.04955 4.20548 2.49973 -0.009
C -0.22255 3.73448 1.42573 -0.166
C -1.15455 3.11248 0.42273 -0.112
C -1.38655 5.19748 4.66373 0.005
H 0.54945 2.92848 1.56273 0.126
H 0.47145 4.35048 0.99673 0.094
H -1.58255 2.27448 0.61373 0.035
H -0.63255 2.76448 -0.34727 -0.060
H -1.88155 3.60248 -0.08827 0.071
H -1.90355 4.17148 4.84773 0.138
H -2.01555 5.77148 4.11773 0.029
H -0.93255 5.92448 5.45073 0.130
O 1.32645 -3.15652 -0.43127 0.053
C 2.13645 -3.21352 -1.39627 -0.464
O 2.14445 -4.14852 -2.34427 -0.002
C 1.42645 -5.32852 -2.29827 -0.262
C 1.71545 -6.30452 -3.43427 -0.046
C 3.07645 -2.07552 -1.68327 0.033
H 0.43445 -5.17852 -2.24427 0.079
H 1.49745 -5.95152 -1.36227 0.145
H 2.83245 -6.68452 -3.57727 0.125
H 1.55445 -5.56552 -4.24627 0.078
H 1.40545 -7.21852 -3.36327 -0.001
H 3.78245 -2.09552 -0.93327 0.058
H 2.59045 -1.10052 -1.89627 0.083
H 3.65445 -2.31552 -2.70227 0.135
C 2.19445 -0.67052 1.99573 -0.022
C 3.12245 -0.69452 3.20873 -0.293
O 4.37345 -0.58352 2.80873 -0.044
C 2.54645 -1.12752 4.57573 -0.042
H 1.31245 -0.17052 2.43973 0.079
H 2.00645 -1.74252 1.62873 0.087
H 2.72445 -0.18752 1.22373 0.081
H 1.49445 -0.97752 4.49573 -0.096
H 3.14145 -0.81252 5.39673 0.065
H 2.80845 -2.30952 4.64873 0.141
C 0.61645 -1.79852 -4.22527 0.021
C -0.70655 -2.44452 -3.98727 -0.371
O -1.36455 -2.07252 -2.87327 -0.008
C -1.22855 -3.60652 -4.67827 -0.045
H 1.29445 -2.70152 -4.33727 0.115
H 0.87545 -1.20552 -3.64527 -0.068
H 0.73445 -1.28752 -5.20027 0.121
H -0.48755 -4.46152 -4.77627 0.091
H -1.50355 -3.25052 -5.78227 0.137
H -2.16755 -3.95152 -4.39527 0.051
```

The value obtained for the HOMO energy is -4.5 eV. The calculation puts the largest force on an atom at 0.3120 Eh/bohr. The value obtained for the orbital gap is 6.65 eV. As for the charge: -1.

***

4.
A structure of composition C22H48NO14S at a distorted geometry. Source: OMol25; level of theory: ωB97M-V/def2-TZVPD.

Structure (XYZ):
```
86
Properties=species:S:1:pos:R:3:lowdin_charge:R:1
N -0.22022 -0.57410 -0.37058 0.275
H -0.27222 0.22590 0.28442 0.016
H 0.71678 -0.81510 -0.52658 0.065
H -0.62422 -0.34210 -1.18658 0.017
H -0.76122 -1.36610 -0.28758 0.103
S 0.70078 1.75990 -1.07058 0.290
O 0.47878 3.18790 -1.23958 -0.258
O 2.16078 1.34390 -1.16058 -0.353
O 0.27478 1.41790 0.23542 -0.385
O -0.14622 1.03990 -1.97558 -0.441
O -1.20222 -0.65810 2.71342 0.153
C -0.14622 -0.98910 3.17842 -0.451
O 0.63778 -0.30710 4.09842 -0.178
C 0.29078 1.02990 4.48642 -0.180
C 1.20978 1.39990 5.47342 -0.037
C 0.54678 -2.37110 2.98242 0.023
H -0.73522 1.01990 4.39242 0.121
H 0.43778 1.49490 3.58242 0.102
H 1.02678 2.28890 5.81742 0.026
H 2.20878 1.24890 5.10642 0.103
H 1.17178 0.79990 6.42042 0.124
H 1.07678 -2.81910 3.77542 0.071
H 1.09678 -2.36810 2.04842 0.032
H -0.24922 -3.14410 2.81042 0.115
O -2.68922 0.86590 -1.82658 0.061
C -2.57522 1.68090 -2.76458 -0.513
O -3.46122 2.61790 -3.04858 -0.036
C -4.80722 2.64490 -2.39358 -0.194
C -5.36622 3.93990 -2.89858 -0.093
C -1.30922 1.89690 -3.41458 -0.049
H -4.73422 2.61090 -1.37358 0.085
H -5.25422 1.73990 -2.91558 0.144
H -6.56022 3.87590 -2.71058 0.129
H -5.04222 3.98390 -3.93558 0.068
H -4.80422 4.72790 -2.38358 0.077
H -1.55122 2.20790 -4.50558 0.111
H -0.60322 0.87690 -3.50458 0.153
H -0.57022 2.37290 -3.03358 -0.006
O 0.72078 4.38990 4.04042 0.055
C -0.46322 4.58290 3.75642 -0.554
O -1.02722 4.25990 2.58142 -0.007
C -0.22622 3.69690 1.44942 -0.159
C -1.07622 3.12090 0.34742 -0.164
C -1.38222 5.21690 4.68242 0.017
H 0.40578 2.91990 1.80442 0.088
H 0.34778 4.52890 0.98242 0.134
H -1.55522 2.26390 0.88342 0.087
H -0.37922 2.53890 -0.49258 -0.048
H -1.81222 3.63190 -0.24958 0.067
H -2.12822 4.55890 4.98842 0.077
H -1.79022 5.80790 4.02642 0.031
H -0.84322 5.70490 5.50942 0.112
O 1.30678 -3.13510 -0.49258 0.080
C 2.09778 -3.18510 -1.41658 -0.484
O 2.22778 -4.15910 -2.34258 -0.052
C 1.48078 -5.45110 -2.23258 -0.172
C 1.83378 -6.29410 -3.46358 -0.078
C 3.10478 -2.00510 -1.72558 0.060
H 0.34278 -5.25310 -2.20958 0.140
H 1.78978 -5.94010 -1.27658 0.128
H 2.90978 -6.57610 -3.46558 0.094
H 1.63978 -5.82810 -4.35258 0.024
H 1.15478 -7.13910 -3.53758 0.078
H 3.81478 -1.88810 -0.95358 0.081
H 2.39678 -1.30810 -1.58158 0.000
H 3.58678 -2.12510 -2.71058 0.099
C 2.10678 -0.69810 2.01642 -0.070
C 3.06378 -0.79110 3.03942 -0.215
O 4.39978 -0.52510 2.84342 -0.060
C 2.56978 -1.14510 4.52342 -0.026
H 1.22978 -0.03510 2.18142 0.113
H 1.71578 -1.62710 1.70542 0.022
H 2.12878 -0.15410 1.11942 0.085
H 1.56678 -0.93410 4.68742 -0.055
H 3.23478 -0.82310 5.26042 0.073
H 2.49178 -2.11810 4.70942 0.025
C 0.68578 -1.83610 -4.32958 -0.033
C -0.65422 -2.45710 -3.94158 -0.440
O -1.37522 -2.07410 -2.90158 -0.014
C -1.26022 -3.58710 -4.64958 -0.055
H 1.54278 -2.69110 -4.52258 0.124
H 0.93278 -1.06910 -3.42558 0.125
H 0.78278 -1.34510 -5.35858 0.095
H -0.50922 -4.32710 -4.58758 0.034
H -1.38822 -3.26610 -5.79258 0.143
H -2.09322 -3.97710 -4.00458 0.106
```

The value obtained for the HOMO energy is -3.4 eV. The calculation puts the largest force on an atom at 0.2334 Eh/bohr. The value obtained for the orbital gap is 5.50 eV. As for the charge: -1.